<one>
Computed, not measured: the molecule C3H4O3, with ωB97M-V/def2-TZVPD.

Last column: Löwdin charge in e.
Positions of all 10 atoms, in Å:
O: -0.988 -0.784 -0.993  -0.006
C: -0.135 -0.445 0.057  -0.328
C: -0.810 0.527 1.019  -0.186
O: -0.201 1.202 1.812  0.067
C: 1.196 0.108 -0.426  -0.171
O: 1.535 -0.010 -1.579  0.078
H: -0.593 -0.426 -1.804  0.099
H: 0.104 -1.347 0.649  0.173
H: -1.915 0.541 0.938  0.137
H: 1.808 0.634 0.326  0.138

gap between HOMO and LUMO: 10.6 eV
HOMO: -10.220 eV
structure (SMILES): O=CC(O)C=O

<two>
Computed, not measured: a structure of composition C3H4O3, with ωB97M-V/def2-TZVPD.

Last column: Löwdin charge in e.
Positions of all 10 atoms, in Å:
O: -1.370 -0.975 0.337  -0.061
C: -0.469 -0.243 -0.389  -0.347
C: -0.114 1.195 0.123  -0.030
O: 1.301 0.802 0.285  0.073
C: 0.985 -0.464 -0.002  -0.484
O: 1.627 -1.454 0.246  0.129
H: -0.600 -2.040 0.359  0.311
H: -0.621 -0.259 -1.481  0.158
H: -0.544 1.413 1.101  0.130
H: -0.195 2.024 -0.581  0.122

gap between HOMO and LUMO: 11.0 eV
HOMO: -10.668 eV

<three>
Computed, not measured: a structure of composition C3H4O3, with ωB97M-V/def2-TZVPD.

Last column: Löwdin charge in e.
Positions of all 10 atoms, in Å:
C: -0.227 0.334 -0.490  -0.007
C: -1.277 -0.434 -0.143  -0.414
C: 2.165 0.359 0.201  0.161
O: -0.750 1.363 0.281  -0.049
O: -1.837 0.597 0.511  0.048
O: -1.745 -1.623 -0.521  0.146
H: 2.564 1.221 -0.288  0.002
H: 1.646 0.502 1.139  0.002
H: 2.121 -0.653 -0.261  0.020
H: -2.661 -1.666 -0.428  0.090

gap between HOMO and LUMO (spin up / spin down): 8.0 / 7.2 eV
HOMO (spin up / spin down): -8.380 / -8.142 eV

<four>
Computed, not measured: a structure of composition C3H4O3, with ωB97M-V/def2-TZVPD.

Last column: Löwdin charge in e.
Positions of all 10 atoms, in Å:
O: 1.961 0.269 0.875  0.200
C: 1.293 0.033 -0.077  -0.593
O: 0.616 1.018 -0.843  0.001
C: -0.579 0.853 -0.128  -0.088
C: -0.463 -0.884 0.073  -0.043
O: 0.835 -1.165 -0.504  0.034
H: -0.501 1.385 0.827  0.119
H: -1.457 1.203 -0.702  0.128
H: -0.446 -1.446 1.032  0.140
H: -1.237 -1.229 -0.583  0.102

gap between HOMO and LUMO: 11.5 eV
HOMO: -10.672 eV

<one> takes first place; second place is 96.9 kJ/mol up.

<one>
Computed, not measured: a structure of composition C5H6N3S, with ωB97M-V/def2-TZVPD.

Last column: Löwdin charge in e.
Positions of all 15 atoms, in Å:
C: -0.212 -2.637 1.300  0.276
C: -0.045 -1.468 1.314  -0.067
C: 0.350 1.286 -1.329  -0.273
C: 0.628 0.044 -1.744  -0.436
C: 0.387 -0.189 1.323  -0.074
N: -0.860 1.760 -1.937  -0.073
N: -1.381 0.927 -2.709  -0.403
N: -0.106 0.708 2.184  0.234
S: -0.576 -0.396 -2.894  1.003
H: -0.658 -3.656 1.235  0.119
H: 0.890 1.891 -0.593  0.104
H: 1.144 0.311 0.689  0.111
H: -0.061 1.655 1.850  0.140
H: -1.054 0.480 2.424  0.147
H: 1.554 -0.716 -1.113  0.192

gap between HOMO and LUMO: 6.5 eV
HOMO: -13.204 eV
net charge: +1

<two>
Computed, not measured: the ion C5H6N3S with charge +1, with ωB97M-V/def2-TZVPD.

Last column: Löwdin charge in e.
Positions of all 15 atoms, in Å:
C: 2.556 -1.168 0.116  -0.423
C: 0.954 0.121 -0.946  0.007
C: 0.218 -0.857 1.185  -0.474
C: -1.694 0.343 0.674  -0.042
C: -0.173 0.904 -1.399  -0.104
N: 2.034 -0.397 -0.787  0.001
N: -1.385 0.782 -0.542  0.100
N: -0.994 -0.423 1.514  0.003
S: 1.575 -1.624 1.534  1.080
H: 3.560 -1.522 0.063  0.064
H: -2.686 0.610 1.012  0.167
H: 0.091 1.976 -1.451  0.141
H: -0.479 0.588 -2.409  0.140
H: -2.137 1.304 -0.973  0.161
H: -1.441 -0.637 2.411  0.177

gap between HOMO and LUMO (spin up / spin down): 6.3 / 6.3 eV
HOMO (spin up / spin down): -11.056 / -11.055 eV
net charge: +1

<two> takes first place; second place is 79.1 kJ/mol up.

<one>
Computed, not measured: a cluster of 2 separate species, C3H4FNS in total, with ωB97M-V/def2-TZVPD.

Last column: Löwdin charge in e.
Positions of all 10 atoms, in Å:
C: 2.870 -0.488 -0.690  -0.266
C: 0.669 1.352 1.050  -0.557
C: 2.086 -1.620 -0.872  -0.218
N: 3.378 0.554 -0.456  0.167
F: 1.604 -1.893 -2.051  0.078
S: 0.463 -0.406 0.981  0.607
H: 1.543 1.783 0.713  -0.030
H: 0.584 1.593 2.159  0.049
H: -0.284 1.792 0.514  0.060
H: 2.130 -2.566 -0.378  0.110

gap between HOMO and LUMO (spin up / spin down): 6.8 / 6.8 eV
HOMO (spin up / spin down): -8.920 / -8.920 eV

<two>
Computed, not measured: the molecule C3H4FNS, with ωB97M-V/def2-TZVPD.

Last column: Löwdin charge in e.
Positions of all 10 atoms, in Å:
C: -2.249 -0.042 0.395  -0.261
C: 1.687 -0.362 -0.227  -0.439
C: -0.876 0.359 0.108  -0.667
N: -3.294 -0.404 0.556  0.182
F: -0.837 1.324 -0.818  -0.006
S: 0.080 -1.122 -0.375  0.870
H: 2.017 -0.301 0.783  0.011
H: 1.510 0.659 -0.780  0.070
H: 2.560 -0.905 -0.792  0.082
H: -0.597 0.795 1.151  0.158

gap between HOMO and LUMO: 10.4 eV
HOMO: -9.799 eV
structure (SMILES): CS[C@@H](F)C#N

<two> takes first place; second place is 251.0 kJ/mol up.

<one>
Computed, not measured: the molecule C4H9NO3, with ωB97M-V/def2-TZVPD.

Last column: Löwdin charge in e.
Positions of all 17 atoms, in Å:
C: -1.914 0.805 -0.127  -0.067
C: -0.529 0.549 0.274  -0.345
C: -0.313 -0.783 1.144  -0.163
O: 0.420 -1.764 0.393  -0.074
N: 0.373 0.531 -0.870  0.087
C: 1.762 0.515 -0.641  -0.509
O: 2.689 0.251 -1.649  0.065
O: 2.135 0.463 0.539  0.039
H: -2.767 0.268 0.310  0.088
H: -2.160 1.833 -0.029  0.070
H: -2.176 0.514 -1.145  0.082
H: 0.008 1.364 0.888  0.163
H: -1.227 -1.126 1.570  0.092
H: 0.555 -0.500 1.965  0.156
H: 0.102 -2.638 0.370  0.059
H: -0.026 0.299 -1.741  0.120
H: 3.066 -0.580 -1.251  0.138

gap between HOMO and LUMO: 10.1 eV
HOMO: -9.471 eV
structure (SMILES): C[C@@H](CO)NC(=O)O

<two>
Computed, not measured: the molecule C4H9NO3, with ωB97M-V/def2-TZVPD.

Last column: Löwdin charge in e.
Positions of all 17 atoms, in Å:
C: 1.721 -0.272 -0.769  -0.050
C: 0.713 -0.376 0.355  -0.339
C: 0.610 1.036 0.822  -0.283
O: 0.307 1.995 -0.175  -0.118
N: -0.506 -1.088 -0.039  0.136
C: -1.728 -0.735 0.236  -0.586
O: -2.646 -1.610 -0.486  0.019
O: -2.168 0.047 1.024  0.103
H: 2.752 0.047 -0.500  0.100
H: 1.690 -1.108 -1.438  0.062
H: 1.314 0.600 -1.413  0.112
H: 0.946 -0.806 1.410  0.178
H: 1.612 1.432 1.132  0.142
H: -0.261 1.126 1.527  0.122
H: -0.666 2.273 0.066  0.147
H: -0.498 -1.666 -0.828  0.131
H: -3.192 -0.895 -0.923  0.124

gap between HOMO and LUMO: 10.7 eV
HOMO: -10.163 eV
structure (SMILES): C[C@@H](CO)NC(=O)O

<three>
Computed, not measured: a structure of composition C4H9NO3, with ωB97M-V/def2-TZVPD.

Last column: Löwdin charge in e.
Positions of all 17 atoms, in Å:
C: 0.139 0.768 -0.011  -0.663
C: -0.902 -0.152 -0.522  0.061
C: -2.071 -0.477 0.327  -0.284
C: 1.982 -1.015 -0.228  -0.080
N: 0.804 -0.478 0.441  0.002
O: -2.452 0.807 -0.037  -0.155
O: -0.305 1.601 0.965  0.045
O: 0.891 1.408 -1.001  0.065
H: -1.335 1.577 0.803  0.111
H: 0.966 2.330 -0.726  0.118
H: 0.811 -0.530 1.452  0.139
H: -0.828 -0.452 -1.560  0.152
H: -1.841 -0.643 1.390  0.120
H: -2.699 -1.278 -0.076  0.115
H: 2.192 -2.011 0.159  0.084
H: 1.788 -1.079 -1.296  0.084
H: 2.858 -0.376 -0.081  0.083

gap between HOMO and LUMO: 9.5 eV
HOMO: -8.783 eV

<two> takes first place; second place is 35.9 kJ/mol up.

<one>
Computed, not measured: the molecule C4H9NO3, with ωB97M-V/def2-TZVPD.

Last column: Löwdin charge in e.
Positions of all 17 atoms, in Å:
O: -2.115 -1.344 2.363  0.022
C: -1.139 -1.149 1.685  -0.340
N: -1.259 -0.452 0.504  0.066
C: -0.360 -0.050 -0.584  -0.249
C: -0.215 1.510 -0.627  -0.176
O: 1.088 1.975 -0.265  -0.071
C: 0.996 -0.781 -0.665  -0.178
O: 1.482 -1.416 0.524  -0.079
H: -0.118 -1.410 1.894  0.109
H: -2.237 -0.316 0.293  0.136
H: -0.867 -0.315 -1.501  0.130
H: -0.524 1.921 -1.571  0.113
H: -0.850 1.863 0.173  0.113
H: 1.531 2.394 -0.994  0.080
H: 0.949 -1.624 -1.353  0.124
H: 1.724 -0.044 -0.966  0.104
H: 1.913 -0.762 1.089  0.097

gap between HOMO and LUMO: 9.9 eV
HOMO: -9.486 eV
structure (SMILES): O=CNC(CO)CO

<two>
Computed, not measured: a cluster of 2 separate species, C4H9NO3 in total, with ωB97M-V/def2-TZVPD.

Last column: Löwdin charge in e.
Positions of all 17 atoms, in Å:
C: 1.812 0.271 0.993  -0.231
C: 0.632 -0.594 0.628  -0.225
O: 2.600 0.584 -0.127  -0.046
O: 0.745 -1.394 -0.335  -0.042
H: 2.543 -0.175 -0.725  0.089
H: 1.472 1.197 1.462  0.129
H: 2.393 -0.283 1.748  0.137
H: -0.031 -0.832 1.471  0.147
C: -0.734 1.128 -0.434  -0.013
C: -2.005 -0.092 -0.298  -0.568
N: -1.710 -1.155 -1.016  0.132
O: -2.878 0.171 0.471  0.062
H: -2.335 -1.942 -0.927  0.112
H: -0.614 -1.381 -1.113  0.117
H: -1.261 1.510 -1.314  0.070
H: 0.271 1.148 -0.854  0.059
H: -0.901 1.839 0.370  0.070

gap between HOMO and LUMO: 9.7 eV
HOMO: -9.657 eV
structure (SMILES): CC(N)=O.O=CCO

<three>
Computed, not measured: a structure of composition C4H9NO3, with ωB97M-V/def2-TZVPD.

Last column: Löwdin charge in e.
Positions of all 17 atoms, in Å:
C: 0.179 0.657 -0.405  -0.634
C: 0.819 -0.736 -0.565  -0.023
C: 0.273 1.382 0.922  -0.059
C: 0.436 -1.712 0.512  -0.518
N: -1.343 0.674 -0.507  0.039
O: 0.663 1.433 -1.471  0.001
O: -0.880 -2.057 0.445  0.078
O: 1.162 -2.152 1.361  0.120
H: 0.444 2.354 -1.262  0.107
H: -1.051 -2.739 1.114  0.131
H: -1.645 0.579 -1.474  0.111
H: -1.797 -0.068 0.025  0.089
H: 1.896 -0.595 -0.521  0.137
H: 0.555 -1.153 -1.540  0.134
H: 1.243 1.870 1.038  0.066
H: -1.099 1.566 0.568  0.173
H: 0.146 0.698 1.760  0.048

gap between HOMO and LUMO: 9.3 eV
HOMO: -8.751 eV

<one> takes first place; second place is 83.9 kJ/mol up.